No. 1
This record from the OMol25 dataset describes an isolated molecule of C5H8N2. The level of theory is ωB97M-V/def2-TZVPD.

Results
Multiplicity   1
Orbital gap   10.816 eV
Highest occupied orbital energy   -10.1 eV
Charge   0
Lowest unoccupied orbital energy   0.8 eV
SMILES   C/N=C/[C@@H](C)C#N

Each line ends with the natural charge from an NBO analysis.
Cartesian coordinates (Å):
C (-2.59262, -0.62782, -0.25966)  -0.436
N (-1.42245, 0.17368, 0.01995)  -0.362
C (-0.27667, -0.35326, 0.00962)  0.112
C (0.99759, 0.49772, 0.24348)  -0.374
C (2.29622, -0.27764, 0.03754)  -0.597
C (0.67855, 1.86212, -0.10203)  0.234
N (0.09023, 2.85722, -0.01182)  -0.308
H (-3.14843, -0.16709, -1.08337)  0.215
H (-3.24881, -0.60158, 0.61785)  0.214
H (-2.37804, -1.67782, -0.51415)  0.168
H (-0.13259, -1.42235, -0.25350)  0.158
H (3.13514, 0.41595, 0.04886)  0.229
H (2.36137, -0.89857, -0.86255)  0.217
H (2.40164, -0.95083, 0.90210)  0.221
H (1.23887, 1.17024, 1.20769)  0.307

No. 2
This record from the OMol25 dataset describes an isolated molecule of C5H8N2. The level of theory is ωB97M-V/def2-TZVPD.

Results
Multiplicity   1
Orbital gap   8.920 eV
Highest occupied orbital energy   -7.9 eV
Charge   0
Lowest unoccupied orbital energy   1.0 eV
SMILES   Cc1c[nH]c(N)c1

Each line ends with the natural charge from an NBO analysis.
Cartesian coordinates (Å):
C (-2.34287, -0.27100, -0.06022)  -0.625
C (-0.92314, 0.17792, 0.10177)  -0.078
C (-0.33187, 1.34987, -0.30667)  -0.095
N (1.03121, 1.17453, -0.25584)  -0.509
C (1.31868, -0.09233, 0.17453)  0.272
N (2.66063, -0.54865, 0.16898)  -0.842
C (0.12867, -0.71771, 0.44297)  -0.342
H (-2.38418, -0.92051, -0.94368)  0.213
H (-2.68350, -0.86913, 0.79148)  0.212
H (-3.04856, 0.54795, -0.22318)  0.214
H (-0.76292, 2.28558, -0.63858)  0.208
H (1.73510, 1.83323, -0.54698)  0.416
H (2.86382, -1.05842, 1.02187)  0.372
H (2.77966, -1.20917, -0.59486)  0.369
H (0.00719, -1.72683, 0.81779)  0.214

No. 3
This record from the OMol25 dataset describes an isolated molecule of C5H8N2. The level of theory is ωB97M-V/def2-TZVPD.

Results
Multiplicity   1
Orbital gap   8.668 eV
Highest occupied orbital energy   -7.7 eV
Charge   0
Lowest unoccupied orbital energy   1.0 eV
SMILES   Cc1c[nH]c(N)c1

Each line ends with the natural charge from an NBO analysis.
Cartesian coordinates (Å):
C (2.14479, -0.40295, -1.03746)  -0.623
C (0.83423, -0.27520, -0.31027)  -0.084
C (0.39309, -1.07279, 0.70739)  -0.090
N (-0.86565, -0.66333, 1.08572)  -0.526
C (-1.23871, 0.41834, 0.31516)  0.287
N (-2.52991, 0.94500, 0.52830)  -0.846
C (-0.19709, 0.69802, -0.54397)  -0.343
H (2.01468, -0.27236, -2.11708)  0.213
H (2.86731, 0.35237, -0.70213)  0.213
H (2.60498, -1.38633, -0.87804)  0.215
H (0.82401, -1.97237, 1.12296)  0.205
H (-1.21227, -0.80841, 2.02760)  0.406
H (-2.58878, 1.55375, 1.33889)  0.372
H (-2.94030, 1.35358, -0.30354)  0.384
H (-0.11037, 1.53269, -1.23352)  0.217

No. 4
This record from the OMol25 dataset describes a structure of composition C5H8N2. The level of theory is ωB97M-V/def2-TZVPD.

Results
Multiplicity   1
Orbital gap (alpha / beta)   6.432 / 6.429 eV
Highest occupied orbital energy (alpha / beta)   -6.7 / -6.7 eV
Charge   0
Lowest unoccupied orbital energy (alpha / beta)   -0.2 / -0.2 eV

Each line ends with the natural charge from an NBO analysis.
Cartesian coordinates (Å):
C (-1.31526, 0.79892, 0.56095)  -0.706
C (-0.80797, -0.68391, -0.93249)  0.124
N (0.50402, -0.47296, -1.09765)  -0.437
C (1.38532, -1.18742, -0.16666)  -0.301
C (1.78499, -0.28350, 0.75481)  0.015
N (1.16337, 0.92881, 0.69680)  -0.616
C (0.23219, 0.86012, -0.29228)  0.190
H (-2.30986, 0.77553, 0.09563)  0.204
H (-1.24913, 0.09954, 1.39635)  0.230
H (-1.18298, 1.80065, 0.97695)  0.255
H (-1.48558, -0.21228, -1.64109)  0.199
H (-1.17929, -1.53174, -0.35845)  0.219
H (1.83260, -2.11461, -0.49370)  0.217
H (2.55498, -0.45066, 1.50337)  0.206
H (0.07259, 1.67350, -1.00253)  0.202

No. 5
This record from the OMol25 dataset describes a cluster of 2 separate species, C5H8N2 in total. The level of theory is ωB97M-V/def2-TZVPD.

Results
Multiplicity   1
Orbital gap   9.314 eV
Highest occupied orbital energy   -8.6 eV
Charge   0
Lowest unoccupied orbital energy   0.7 eV
SMILES   CC=C=N.C=C=N

Each line ends with the natural charge from an NBO analysis.
Cartesian coordinates (Å):
C (0.50707, 2.10209, -0.84901)  0.426
C (0.72267, -1.87991, 1.50303)  0.476
C (0.34531, -2.92867, 0.84573)  -0.674
C (-1.39777, 0.49235, -1.13352)  -0.622
C (0.10583, 0.86198, -0.82253)  -0.460
N (0.95238, 3.22047, -1.03709)  -0.654
N (1.18314, -0.87014, 2.01815)  -0.684
H (0.39978, -3.82830, 1.31670)  0.237
H (1.00448, 3.95324, -0.32835)  0.387
H (-0.04977, -2.83302, -0.08179)  0.239
H (-2.03371, 0.77892, -0.20463)  0.212
H (-1.60177, -0.60783, -1.36240)  0.225
H (-1.61772, 1.18457, -2.01778)  0.227
H (0.80635, 0.32549, -0.09497)  0.254
H (0.67373, 0.02876, 2.24847)  0.410

No. 6
This record from the OMol25 dataset describes a cluster of 2 separate species, C5H8N2 in total. The level of theory is ωB97M-V/def2-TZVPD.

Results
Multiplicity   1
Orbital gap   11.109 eV
Highest occupied orbital energy   -10.2 eV
Charge   0
Lowest unoccupied orbital energy   0.9 eV
SMILES   C=CCC#N.C=N

Each line ends with the natural charge from an NBO analysis.
Cartesian coordinates (Å):
C (1.66747, -0.10522, -0.82308)  -0.407
C (1.11862, -0.01410, 0.38172)  -0.156
C (-0.99532, 1.67594, -0.38036)  -0.038
N (-1.74035, 1.24877, 0.55471)  -0.624
C (0.13199, -1.03629, 0.90023)  -0.571
C (-0.89858, -1.55678, -0.00148)  0.294
N (-1.68371, -2.06635, -0.68930)  -0.334
H (1.24027, -0.78558, -1.56362)  0.203
H (2.64604, 0.32659, -1.01558)  0.214
H (0.81868, -1.87197, 1.05511)  0.268
H (1.48092, 0.67587, 1.14735)  0.218
H (-0.97718, 1.27186, -1.40135)  0.158
H (-0.22686, 2.41885, -0.14817)  0.162
H (-2.34715, 0.50445, 0.19888)  0.342
H (-0.31430, -0.76613, 1.86387)  0.272

No. 7
This record from the OMol25 dataset describes an isolated molecule of C5H8N2. The level of theory is ωB97M-V/def2-TZVPD.

Results
Multiplicity   1
Orbital gap   10.578 eV
Highest occupied orbital energy   -9.7 eV
Charge   0
Lowest unoccupied orbital energy   0.9 eV
SMILES   C[C@H]1CN[C@H]1C#N

Each line ends with the natural charge from an NBO analysis.
Cartesian coordinates (Å):
C (1.35924, -0.49388, -0.78709)  -0.618
C (0.52128, 0.18521, 0.34878)  -0.211
C (-0.31749, 1.37932, -0.14019)  -0.220
N (-1.59125, 0.85948, 0.43369)  -0.603
C (-0.81980, -0.29172, 1.00022)  -0.151
C (-1.01541, -1.64426, 0.46040)  0.259
N (-0.73562, -2.60136, -0.13514)  -0.323
H (0.83360, -0.76185, -1.71695)  0.220
H (2.10265, 0.26913, -1.08379)  0.217
H (1.95709, -1.37242, -0.49965)  0.227
H (1.21622, 0.33703, 1.17245)  0.211
H (-0.36478, 1.47387, -1.23098)  0.194
H (0.02293, 2.29077, 0.34709)  0.194
H (-2.27409, 0.59689, -0.28161)  0.368
H (-0.89457, -0.22621, 2.11276)  0.236

No. 8
This record from the OMol25 dataset describes a cluster of 2 separate species, C5H8N2 in total. The level of theory is ωB97M-V/def2-TZVPD.

Results
Multiplicity   1
Orbital gap (alpha / beta)   8.743 / 8.744 eV
Highest occupied orbital energy (alpha / beta)   -9.1 / -9.1 eV
Charge   0
Lowest unoccupied orbital energy (alpha / beta)   -0.4 / -0.4 eV

Each line ends with the natural charge from an NBO analysis.
Cartesian coordinates (Å):
C (-1.74675, 0.29550, 0.34057)  -0.659
C (-0.45404, -0.16982, -0.29172)  0.004
C (0.79519, 0.66306, -0.33493)  -0.210
C (0.10228, 1.76927, -0.92820)  0.342
N (-0.61866, 1.83466, -1.88052)  -0.496
N (0.54670, -0.22189, 0.80113)  -0.389
C (1.52406, -1.30648, 0.86091)  -0.413
H (-1.57133, 1.02444, 1.14403)  0.220
H (-2.42017, 0.72305, -0.40308)  0.221
H (-2.23707, -0.57774, 0.78677)  0.235
H (-0.78671, 0.41475, -1.74070)  0.307
H (1.57669, 0.34104, -1.02402)  0.239
H (1.78765, -1.68548, -0.13586)  0.177
H (1.07070, -2.12687, 1.42286)  0.214
H (2.43146, -0.97747, 1.38275)  0.208

| no. | maximum force (eV/A) |
| --- | --- |
| 1 | 3.182 |
| 2 | 0.221 |
| 3 | 0.621 |
| 4 | 0.372 |
| 5 | 2.920 |
| 6 | 1.634 |
| 7 | 1.442 |
| 8 | 0.681 |